i) The following is a DFT calculation (wB97M-V/def2-TZVPD) of one molecule with the formula C2H5P.

* frontier orbital gap (alpha / beta): 7.94 / 8.20 eV
* SMILES: C=[PH]=C
* HOMO (alpha / beta): -8.2 / -8.5 eV

Positions of all 8 atoms, in Å:
C 1.05 -0.71 0.57
P -0.75 -0.39 0.71
C -0.60 0.92 -0.39
H 1.24 -1.06 -0.42
H 1.58 -0.14 1.32
H -1.19 -1.41 -0.30
H -0.50 1.89 -0.07
H -0.83 0.89 -1.41

Löwdin atomic charge list, values in e, 5 entries:
1. C -0.22
2. P 0.63
3. C -0.31
4. H -0.02
5. H -0.01

=====

ii) The following is a DFT calculation (wB97M-V/def2-TZVPD) of a 2-piece molecular cluster, C2H5P overall.

* frontier orbital gap: 9.37 eV
* HOMO: -9.2 eV

Positions of all 8 atoms, in Å:
C -1.14 -1.12 -0.10
C 0.79 0.96 0.33
P -0.95 0.36 0.62
H -1.93 -1.86 -0.30
H -0.12 -1.54 -1.30
H 1.43 0.17 0.38
H 0.97 1.30 -0.70
H 0.96 1.73 1.07

Löwdin atomic charge list, values in e, 5 entries:
1. C -0.47
2. C -0.38
3. P 0.74
4. H -0.06
5. H 0.14

=====

Stability check: which of them is least stable? i).

=====

i) The following is a DFT calculation (wB97M-V/def2-TZVPD) of an isolated ion of composition C7H9N2O and charge +1.

* 2S+1: 3
* frontier orbital gap (alpha / beta): 5.44 / 7.67 eV
* total charge: +1
* HOMO (alpha / beta): -9.0 / -13.7 eV

Positions of all 19 atoms, in Å:
C -0.56 1.26 0.47
C -1.85 1.40 0.09
C 1.34 -0.35 0.57
C -2.71 -1.07 0.06
C -3.82 -0.26 -0.46
C 0.04 -0.01 0.98
C 3.60 -1.10 -0.22
N 2.36 -0.68 0.10
N -2.66 0.27 0.22
O -1.95 -2.00 0.10
H 0.20 2.04 0.52
H -2.47 2.15 -0.37
H -4.68 -0.37 0.24
H -3.99 0.11 -1.42
H 0.21 -0.09 2.08
H -0.62 -0.76 0.79
H 4.40 -0.37 -0.28
H 3.58 -1.56 -1.26
H 3.79 -1.87 0.56

Löwdin atomic charge list, values in e, 5 entries:
1. C -0.02
2. C -0.06
3. C 0.14
4. C -0.39
5. C 0.07

=====

ii) The following is a DFT calculation (wB97M-V/def2-TZVPD) of an isolated ion of composition C7H9N2O and charge +1.

* 2S+1: 3
* frontier orbital gap (alpha / beta): 8.03 / 6.92 eV
* total charge: +1
* HOMO (alpha / beta): -11.3 / -14.7 eV

Positions of all 19 atoms, in Å:
C 2.09 -1.04 1.06
C 1.70 -0.06 0.30
C 1.08 -1.84 1.58
C -0.56 -1.33 0.03
C -0.42 1.22 -0.47
C 0.20 -0.07 -0.26
C -1.90 1.52 -0.30
N -0.11 -2.01 1.09
N -0.13 0.39 -1.66
O -1.47 -1.74 -0.67
H 3.04 -1.06 1.60
H 2.10 0.91 0.08
H 1.28 -2.09 2.67
H 0.21 2.07 -0.38
H -2.46 0.60 -0.26
H -2.31 2.28 -0.91
H -1.94 1.75 0.72
H -1.00 -0.05 -1.85
H 0.62 0.53 -2.36

Löwdin atomic charge list, values in e, 5 entries:
1. C -0.08
2. C 0.04
3. C -0.11
4. C -0.39
5. C -0.19

=====

Stability check: which of them is least stable? i).

=====

i) The following is a DFT calculation (wB97M-V/def2-TZVPD) of a 2-piece molecular cluster, C5H15NO overall.

* 2S+1: 2
* frontier orbital gap (alpha / beta): 10.57 / 4.77 eV
* total charge: +1
* HOMO (alpha / beta): -14.2 / -14.2 eV

Positions of all 22 atoms, in Å:
C 0.74 1.33 1.59
C 0.62 0.01 0.79
C -0.75 -0.03 0.00
C -0.63 -0.65 -1.51
C -2.00 -0.54 0.73
N 0.06 2.48 0.99
H 1.78 1.54 1.92
H 0.17 1.06 2.44
H 1.39 -0.09 -0.06
H 0.78 -0.93 1.35
H -1.02 0.93 -0.28
H -1.49 -0.41 -2.08
H -0.40 -1.75 -1.38
H 0.24 -0.29 -2.03
H -2.89 -0.59 0.10
H -2.13 0.10 1.56
H -1.96 -1.57 1.12
H -0.31 3.14 1.75
H -0.95 2.07 0.75
H 3.48 -2.48 -2.57
H 2.71 -1.22 -2.40
O 2.56 -2.10 -2.75

Löwdin atomic charge list, values in e, 5 entries:
1. C -0.16
2. C -0.11
3. C -0.39
4. C -0.02
5. C -0.06

=====

ii) The following is a DFT calculation (wB97M-V/def2-TZVPD) of a 2-piece molecular cluster, C5H15NO overall.

* 2S+1: 2
* frontier orbital gap (alpha / beta): 11.17 / 6.11 eV
* total charge: +1
* HOMO (alpha / beta): -14.6 / -14.6 eV

Positions of all 22 atoms, in Å:
C -1.50 -1.32 0.20
C -0.37 -0.68 1.10
C 0.29 0.44 0.33
C 1.58 0.89 1.10
C -0.55 1.67 0.03
N -1.11 -2.62 -0.26
H -2.47 -1.48 0.67
H -1.69 -0.74 -0.70
H 0.34 -1.46 1.30
H -0.89 -0.37 2.01
H 0.78 -0.02 -0.53
H 1.73 1.96 1.22
H 1.73 0.54 2.13
H 2.47 0.56 0.57
H 0.05 2.52 -0.27
H -1.24 1.47 -0.80
H -1.21 1.96 0.84
H -0.52 -2.72 -1.09
H -0.87 -3.34 0.42
H 1.59 1.51 -3.04
H 0.55 0.62 -2.32
O 1.30 0.61 -2.92

Löwdin atomic charge list, values in e, 5 entries:
1. C -0.14
2. C -0.10
3. C -0.42
4. C -0.05
5. C -0.06

=====

iii) The following is a DFT calculation (wB97M-V/def2-TZVPD) of a 2-piece molecular cluster, C5H15NO overall.

* 2S+1: 2
* frontier orbital gap (alpha / beta): 12.50 / 8.25 eV
* total charge: +1
* HOMO (alpha / beta): -15.2 / -15.2 eV

Positions of all 22 atoms, in Å:
C -0.45 -2.12 -1.22
C -1.12 -1.50 0.00
N -0.31 -0.36 0.50
C -0.53 0.88 -0.18
C -1.21 1.74 0.96
C 1.07 -0.57 0.91
H 0.32 -2.79 -0.87
H -1.26 -2.51 -1.83
H 0.03 -1.40 -1.87
H -1.38 -2.22 0.77
H -2.07 -1.00 -0.19
H -1.30 0.78 -0.96
H 0.26 1.45 -0.65
H -1.31 2.74 0.54
H -0.60 1.69 1.86
H -2.20 1.37 1.21
H 1.56 -0.53 -0.07
H 1.32 -1.37 1.60
H 1.48 0.25 1.52
H 3.13 2.40 -0.85
H 1.87 1.52 -0.37
O 2.71 1.53 -0.80

Löwdin atomic charge list, values in e, 5 entries:
1. C -0.03
2. C -0.16
3. N -0.06
4. C -0.18
5. C 0.00

=====

Stability check: which of them is least stable? i).

=====

i) The following is a DFT calculation (wB97M-V/def2-TZVPD) of one molecule with the formula C2H3BrOS.

* frontier orbital gap (alpha / beta): 6.95 / 6.95 eV
* HOMO (alpha / beta): -8.0 / -8.0 eV

Positions of all 8 atoms, in Å:
C 0.61 1.24 1.31
C -0.89 -0.22 0.06
O -0.43 0.47 1.20
S 2.05 -1.06 -1.12
Br 1.87 0.79 -0.55
H -1.02 0.35 -0.86
H -1.94 -0.62 0.33
H -0.24 -0.94 -0.35

Löwdin atomic charge list, values in e, 5 entries:
1. C 0.00
2. C -0.17
3. O -0.20
4. S -0.16
5. Br 0.35

=====

ii) The following is a DFT calculation (wB97M-V/def2-TZVPD) of a 2-piece molecular cluster, C2H3BrOS overall.

* frontier orbital gap: 9.05 eV
* SMILES: O=C=CBr.S
* HOMO: -9.0 eV

Positions of all 8 atoms, in Å:
O -0.85 2.45 0.98
C -1.16 1.56 0.33
C -1.53 0.54 -0.38
Br -2.88 -0.68 0.04
H -1.40 0.70 -1.45
S 2.01 -1.68 0.05
H 3.06 -1.49 -0.69
H 2.74 -1.39 1.12

Löwdin atomic charge list, values in e, 5 entries:
1. O 0.20
2. C -0.32
3. C -0.64
4. Br 0.69
5. H 0.06

=====

Stability check: which of them is least stable? i).

=====

i) The following is a DFT calculation (wB97M-V/def2-TZVPD) of a 2-piece molecular cluster, C3H9N2O3S overall.

* frontier orbital gap: 7.53 eV
* total charge: +1
* HOMO: -12.4 eV

Positions of all 18 atoms, in Å:
C 0.09 1.10 -1.16
C -0.47 -2.13 0.35
C 0.80 -1.35 0.32
N -0.09 1.80 -2.30
N -0.17 -3.39 0.87
O -0.81 1.32 -0.19
O -0.58 3.80 -0.21
O 1.24 -0.56 1.22
S -0.07 2.50 0.58
H -1.22 -1.49 0.93
H -0.79 -2.25 -0.73
H 1.54 -1.64 -0.39
H 0.69 1.60 -2.89
H -0.72 2.49 -2.54
H -0.23 -4.15 0.23
H -1.21 4.25 0.40
H -0.31 -3.61 1.86
H 0.59 -0.20 1.78

Löwdin atomic charge list, values in e, 5 entries:
1. C -0.28
2. C -0.25
3. C -0.02
4. N 0.15
5. N 0.05

=====

ii) The following is a DFT calculation (wB97M-V/def2-TZVPD) of C3H9N2O3S as an isolated structure.

* frontier orbital gap: 9.75 eV
* total charge: +1
* HOMO: -13.9 eV

Positions of all 18 atoms, in Å:
C 0.05 0.04 -0.12
C 1.12 -1.59 0.49
C -0.45 -1.21 0.50
N -0.26 1.60 1.18
N 1.34 -0.30 -0.07
O 0.26 1.69 -2.11
O -1.95 1.34 -0.86
O -1.14 -1.87 -0.52
S -0.93 0.61 -1.56
H 1.69 -1.85 1.39
H 1.26 -2.46 -0.26
H -0.94 -1.21 1.37
H -0.94 2.20 0.73
H 0.64 1.99 1.07
H 2.17 0.15 -0.33
H -0.62 1.37 2.16
H 0.00 2.31 -2.72
H -1.29 -2.82 -0.33

Löwdin atomic charge list, values in e, 5 entries:
1. C -0.36
2. C -0.05
3. C -0.26
4. N 0.18
5. N 0.09

=====

Stability check: which of them is least stable? i).

=====

i) The following is a DFT calculation (wB97M-V/def2-TZVPD) of an isolated ion of composition C2H7N4 and charge +1.

* frontier orbital gap: 10.21 eV
* total charge: +1
* SMILES: N=C=NC[NH2+]N
* HOMO: -13.9 eV

Positions of all 13 atoms, in Å:
N 0.59 2.82 -1.23
C 0.18 1.93 -0.55
N -0.62 1.09 -0.12
C -0.72 0.03 0.81
N 0.43 -0.97 0.46
N 0.24 -2.05 -0.44
H 1.43 3.32 -1.48
H -0.83 0.31 1.83
H -1.77 -0.39 0.61
H 1.14 -0.31 0.19
H 0.43 -1.38 1.38
H 0.04 -1.78 -1.38
H -0.54 -2.62 -0.08

Löwdin atomic charge list, values in e, 5 entries:
1. N 0.23
2. C -0.28
3. N 0.08
4. C -0.13
5. N 0.02

=====

ii) The following is a DFT calculation (wB97M-V/def2-TZVPD) of a 2-piece molecular cluster, C2H7N4 overall.

* frontier orbital gap (alpha / beta): 8.14 / 9.07 eV
* total charge: +1
* HOMO (alpha / beta): -14.1 / -13.4 eV

Positions of all 13 atoms, in Å:
C 0.52 0.21 -0.68
C 0.57 0.09 0.80
N -0.39 -0.48 -1.22
N -0.42 -0.87 0.99
N 1.25 0.99 -1.45
N -1.01 -1.18 -0.27
H 1.61 -0.44 1.02
H 0.52 1.08 1.38
H -0.48 -1.65 1.74
H 1.92 1.64 -1.08
H 1.13 1.08 -2.38
H -2.72 -0.28 0.16
H -1.39 -2.17 -0.28

Löwdin atomic charge list, values in e, 5 entries:
1. C -0.37
2. C -0.12
3. N 0.11
4. N -0.03
5. N 0.24

=====

iii) The following is a DFT calculation (wB97M-V/def2-TZVPD) of C2H7N4 as an isolated structure.

* frontier orbital gap: 10.01 eV
* total charge: +1
* HOMO: -13.2 eV

Positions of all 13 atoms, in Å:
C -0.73 1.55 -1.38
C 0.88 -0.35 1.82
N -0.18 0.89 -0.58
N 0.60 -1.05 0.76
N -1.35 2.26 -2.26
N 0.67 -2.36 0.77
H 0.73 0.74 1.69
H 1.09 -0.61 2.92
H 0.08 -0.20 -0.18
H -2.23 2.50 -2.11
H -0.79 2.51 -3.16
H 0.78 -2.88 1.63
H 0.44 -3.00 0.07

Löwdin atomic charge list, values in e, 5 entries:
1. C -0.17
2. C 0.02
3. N 0.25
4. N -0.16
5. N 0.21

=====

iv) The following is a DFT calculation (wB97M-V/def2-TZVPD) of an isolated ion of composition C2H7N4 and charge +1.

* frontier orbital gap: 10.42 eV
* total charge: +1
* SMILES: [H]/N=N/[NH+]=C(/C)N
* HOMO: -15.0 eV

Positions of all 13 atoms, in Å:
H 0.06 -3.99 0.27
N -0.33 -2.99 0.19
N 0.37 -2.02 0.21
N -0.58 -0.66 -0.19
C 0.03 0.48 -0.17
C -0.59 1.83 -0.06
N 1.30 0.46 -0.29
H -1.57 -0.70 0.02
H -1.66 1.72 0.17
H -0.52 2.55 -0.89
H -0.17 2.37 0.90
H 1.84 1.34 -0.09
H 1.81 -0.39 -0.07

Löwdin atomic charge list, values in e, 5 entries:
1. H 0.16
2. N 0.11
3. N 0.08
4. N 0.13
5. C -0.46

=====

Stability check: which of them is least stable? ii).

=====

i) The following is a DFT calculation (wB97M-V/def2-TZVPD) of a 2-piece molecular cluster, C3H11N3O overall.

* frontier orbital gap: 8.71 eV
* SMILES: [H]/N=C(\N)NCC.O
* HOMO: -8.2 eV

Positions of all 18 atoms, in Å:
H -2.99 0.86 0.21
N -2.41 0.56 -0.59
C -1.41 -0.17 -0.29
N -1.33 -1.02 0.78
N -0.33 -0.08 -1.16
C 0.95 -0.88 -0.94
C 2.08 0.10 -0.98
H -0.59 -0.79 1.42
H -2.26 -1.11 1.16
H -0.53 0.41 -2.00
H 1.04 -1.78 -1.61
H 0.79 -1.35 0.20
H 1.97 0.67 -1.90
H 2.98 -0.42 -0.77
H 2.13 0.90 -0.27
O 1.56 1.11 2.31
H 1.48 2.05 2.04
H 2.27 1.21 3.06

Löwdin atomic charge list, values in e, 5 entries:
1. H 0.03
2. N 0.07
3. C -0.61
4. N 0.11
5. N 0.02

=====

ii) The following is a DFT calculation (wB97M-V/def2-TZVPD) of a 2-piece molecular cluster, C3H11N3O overall.

* frontier orbital gap: 7.68 eV
* HOMO: -6.7 eV

Positions of all 18 atoms, in Å:
C 0.98 -2.08 -0.85
N 0.32 -0.81 -0.69
O 0.93 0.12 -1.65
H 0.62 -0.18 -2.52
H -0.95 -0.15 -0.11
H 0.60 -2.76 -0.08
H 2.07 -2.00 -0.75
H 0.77 -2.57 -1.82
C -1.43 1.97 -0.20
N 0.24 -0.14 2.23
C 0.02 0.76 1.24
N -1.14 0.77 0.59
H 1.21 -0.38 2.40
H -0.39 -0.92 2.25
H 0.75 1.56 1.15
H -2.37 1.81 -0.73
H -1.58 2.83 0.46
H -0.64 2.16 -0.93

Löwdin atomic charge list, values in e, 5 entries:
1. C -0.21
2. N -0.28
3. O -0.17
4. H 0.06
5. H 0.12

=====

Stability check: which of them is least stable? ii).